Model a:
ORCA calculation (ωB97M-V/def2-TZVPD) on a molecular structure, C20H30AsN2O3PdS2.

CARTESIAN COORDINATES (ANGSTROEM)
Pd (1.161, -0.798, -1.104)
C (3.080, 2.245, -1.507)
As (2.792, 1.069, -2.996)
C (4.199, 1.360, -4.261)
C (1.163, 1.690, -3.806)
O (2.797, -0.551, -2.537)
H (3.100, 3.274, -1.862)
H (4.021, 1.999, -1.020)
H (2.244, 2.125, -0.824)
H (4.120, 2.363, -4.676)
H (4.105, 0.622, -5.055)
H (5.158, 1.235, -3.763)
H (1.217, 2.776, -3.871)
H (0.312, 1.402, -3.191)
H (1.068, 1.269, -4.804)
C (-7.524, 2.740, 4.850)
C (-6.413, 2.205, 3.986)
O (-5.869, 2.827, 3.118)
S (-5.971, 0.517, 4.417)
C (-4.593, 0.251, 3.340)
C (-4.761, 0.231, 1.960)
C (-3.675, 0.012, 1.134)
C (-2.405, -0.206, 1.673)
C (-2.249, -0.199, 3.060)
C (-3.335, 0.034, 3.887)
C (-1.277, -0.427, 0.815)
C (-0.324, -0.598, 0.090)
H (-7.975, 3.597, 4.355)
H (-7.100, 3.056, 5.805)
H (-8.274, 1.977, 5.051)
H (-5.742, 0.396, 1.536)
H (-3.803, 0.002, 0.059)
H (-1.270, -0.374, 3.485)
H (-3.208, 0.052, 4.961)
C (-0.967, -2.246, -4.906)
S (0.499, -1.668, -4.072)
C (1.353, -3.225, -3.889)
O (-0.063, -1.335, -2.687)
H (-0.676, -2.685, -5.860)
H (-1.610, -1.385, -5.073)
H (-1.466, -2.976, -4.271)
H (1.637, -3.582, -4.879)
H (0.697, -3.937, -3.391)
H (2.243, -3.014, -3.300)
C (3.044, 1.061, 3.657)
C (2.888, 0.061, 2.565)
C (3.249, -1.266, 2.484)
C (2.849, -1.704, 1.214)
N (2.307, -0.690, 0.546)
N (2.320, 0.368, 1.387)
C (2.985, -3.058, 0.609)
H (3.292, 0.556, 4.587)
H (2.123, 1.624, 3.812)
H (3.845, 1.766, 3.432)
H (3.727, -1.851, 3.250)
H (1.894, 1.232, 1.108)
H (2.800, -3.825, 1.359)
H (3.993, -3.205, 0.218)
H (2.272, -3.193, -0.203)

Its frontier orbital gap is 7.74 eV. Its total charge is +1. The calculation puts the HOMO energy at -10.034 eV.

These are the natural (NBO) partial charges, in e, on atoms 1 to 4: 0.79 -0.99 1.96 -0.99

Model b:
ORCA calculation (ωB97M-V/def2-TZVPD) on a molecular structure, C20H30AsN2O3PdS2.

CARTESIAN COORDINATES (ANGSTROEM)
Pd (-0.324, 0.426, 0.307)
C (-0.166, -0.911, 3.978)
As (-0.366, -1.926, 2.392)
C (-1.146, -3.609, 2.790)
C (1.346, -2.270, 1.653)
O (-1.333, -1.075, 1.271)
H (0.429, -1.469, 4.701)
H (-1.153, -0.706, 4.389)
H (0.330, 0.022, 3.717)
H (-0.489, -4.157, 3.463)
H (-1.282, -4.161, 1.862)
H (-2.117, -3.454, 3.256)
H (1.914, -2.893, 2.344)
H (1.861, -1.325, 1.492)
H (1.219, -2.780, 0.699)
C (6.587, 2.872, 8.508)
C (5.732, 2.533, 7.311)
O (5.075, 1.535, 7.223)
S (5.792, 3.805, 6.047)
C (4.596, 3.181, 4.908)
C (4.790, 1.950, 4.287)
C (3.844, 1.462, 3.408)
C (2.690, 2.198, 3.128)
C (2.513, 3.441, 3.727)
C (3.462, 3.926, 4.616)
C (1.691, 1.633, 2.256)
C (0.895, 1.155, 1.480)
H (6.901, 1.949, 8.987)
H (5.980, 3.448, 9.209)
H (7.451, 3.475, 8.232)
H (5.681, 1.377, 4.501)
H (3.996, 0.506, 2.924)
H (1.630, 4.024, 3.507)
H (3.314, 4.886, 5.092)
C (2.449, -1.147, -3.537)
S (1.042, -0.171, -3.093)
C (1.790, 1.434, -3.139)
O (0.793, -0.464, -1.627)
H (2.788, -0.857, -4.532)
H (2.138, -2.189, -3.546)
H (3.229, -0.985, -2.794)
H (2.061, 1.683, -4.164)
H (2.663, 1.436, -2.487)
H (1.043, 2.138, -2.775)
C (-3.846, 1.072, -4.278)
C (-3.376, 1.225, -2.873)
C (-3.909, 1.907, -1.800)
C (-3.028, 1.688, -0.729)
N (-2.010, 0.927, -1.121)
N (-2.238, 0.662, -2.428)
C (-3.130, 2.182, 0.674)
H (-4.808, 1.563, -4.401)
H (-3.968, 0.021, -4.543)
H (-3.147, 1.522, -4.984)
H (-4.820, 2.481, -1.793)
H (-1.630, 0.025, -2.914)
H (-4.067, 2.716, 0.822)
H (-2.314, 2.864, 0.919)
H (-3.097, 1.350, 1.379)

Its frontier orbital gap is 6.51 eV. Its total charge is +1. The calculation puts the HOMO energy at -10.378 eV.

These are the natural (NBO) partial charges, in e, on atoms 1 to 4: 1.02 -1.01 1.98 -1.00

So which one is most stable? That would be model a, about 1.443 eV below the next structure.

Model a:
ORCA calculation (ωB97M-V/def2-TZVPD) on C21H27ClN2O5 in the gas phase.

CARTESIAN COORDINATES (ANGSTROEM)
C (0.136, -6.216, -3.527)
O (1.130, -5.233, -3.245)
C (0.773, -4.359, -2.256)
C (0.202, -3.131, -2.596)
C (-0.040, -2.780, -4.037)
C (-0.121, -2.246, -1.579)
C (0.134, -2.547, -0.246)
C (-0.223, -1.514, 0.780)
O (-1.053, -0.650, 0.545)
N (0.427, -1.594, 1.971)
C (0.264, -0.563, 2.983)
C (1.291, 0.556, 2.851)
C (1.068, 1.663, 3.859)
O (-0.155, 2.304, 3.530)
C (-0.451, 3.463, 4.277)
C (-0.916, 4.543, 3.315)
N (0.181, 5.104, 2.524)
C (0.933, 4.263, 1.716)
O (2.131, 4.122, 1.860)
C (0.203, 3.547, 0.684)
C (-0.331, 2.882, -0.161)
C (-0.894, 2.015, -1.182)
C (-1.784, 2.688, -2.235)
C (-1.705, 1.699, -3.406)
O (-0.568, 0.857, -3.172)
C (0.169, 1.380, -2.078)
C (0.702, -3.769, 0.087)
C (1.016, -4.666, -0.920)
Cl (1.732, -6.192, -0.508)
H (0.530, -6.832, -4.331)
H (-0.056, -6.839, -2.651)
H (-0.796, -5.745, -3.849)
H (-0.287, -1.724, -4.129)
H (0.840, -2.998, -4.642)
H (-0.867, -3.361, -4.451)
H (-0.579, -1.296, -1.826)
H (1.243, -2.180, 2.019)
H (-0.740, -0.160, 2.875)
H (0.339, -1.031, 3.967)
H (2.300, 0.155, 2.985)
H (1.237, 0.987, 1.848)
H (1.017, 1.259, 4.880)
H (1.891, 2.384, 3.813)
H (-1.242, 3.246, 5.005)
H (0.431, 3.806, 4.830)
H (-1.659, 4.117, 2.639)
H (-1.389, 5.361, 3.857)
H (0.834, 5.601, 3.121)
H (-1.440, 1.211, -0.683)
H (-2.803, 2.845, -1.887)
H (-1.362, 3.656, -2.509)
H (-2.585, 1.057, -3.462)
H (-1.587, 2.210, -4.364)
H (0.890, 2.136, -2.411)
H (0.705, 0.565, -1.595)
H (0.881, -4.053, 1.115)

Its frontier orbital gap is 9.80 eV. The calculation puts the HOMO energy at -9.117 eV.

These are the natural (NBO) partial charges, in e, on atoms 1 to 4: -0.25 -0.52 0.25 0.05

Model b:
ORCA calculation (ωB97M-V/def2-TZVPD) on C21H27ClN2O5 in the gas phase.

CARTESIAN COORDINATES (ANGSTROEM)
C (-6.769, 4.408, -2.567)
O (-5.940, 3.722, -3.503)
C (-4.642, 3.592, -3.096)
C (-3.684, 4.491, -3.573)
C (-4.096, 5.598, -4.502)
C (-2.365, 4.321, -3.186)
C (-1.982, 3.286, -2.339)
C (-0.524, 3.181, -2.000)
O (0.320, 3.742, -2.683)
N (-0.190, 2.450, -0.913)
C (1.202, 2.216, -0.564)
C (1.816, 1.089, -1.386)
C (3.263, 0.824, -1.035)
O (4.019, 1.973, -1.382)
C (5.418, 1.815, -1.292)
C (6.030, 2.445, -2.532)
N (5.782, 1.642, -3.730)
C (4.465, 1.412, -4.122)
O (4.005, 0.291, -4.205)
C (3.685, 2.592, -4.442)
C (2.994, 3.543, -4.685)
C (2.126, 4.672, -4.974)
C (2.752, 5.796, -5.807)
C (1.509, 6.523, -6.308)
O (0.466, 5.547, -6.385)
C (0.919, 4.310, -5.843)
C (-2.935, 2.384, -1.889)
C (-4.256, 2.542, -2.270)
Cl (-5.437, 1.390, -1.735)
H (-7.763, 4.449, -3.005)
H (-6.813, 3.874, -1.616)
H (-6.403, 5.424, -2.397)
H (-3.219, 6.101, -4.904)
H (-4.689, 5.207, -5.328)
H (-4.711, 6.339, -3.988)
H (-1.599, 4.993, -3.553)
H (-0.915, 2.054, -0.343)
H (1.758, 3.137, -0.733)
H (1.245, 1.984, 0.502)
H (1.246, 0.168, -1.234)
H (1.757, 1.345, -2.446)
H (3.378, 0.605, 0.036)
H (3.626, -0.039, -1.604)
H (5.801, 2.290, -0.381)
H (5.683, 0.752, -1.255)
H (5.599, 3.437, -2.677)
H (7.108, 2.562, -2.418)
H (6.221, 0.730, -3.648)
H (1.759, 5.062, -4.022)
H (3.415, 6.438, -5.229)
H (3.319, 5.367, -6.635)
H (1.202, 7.307, -5.609)
H (1.651, 6.973, -7.291)
H (1.220, 3.628, -6.646)
H (0.118, 3.857, -5.263)
H (-2.676, 1.528, -1.279)

Its frontier orbital gap is 9.84 eV. The calculation puts the HOMO energy at -9.182 eV.

These are the natural (NBO) partial charges, in e, on atoms 1 to 4: -0.25 -0.52 0.24 0.05

So which one is most stable? That would be model a, about 0.062 eV below the next structure.